This record from the Open Molecules 2025 dataset describes a cluster of 11 separate species, C44H88O27 in total in a non-equilibrium geometry. The level of theory is ωB97M-V/def2-TZVPD.

For the total energy, the calculation gives -102339.84693 eV. For the frontier orbital gap, the calculation gives 10.63 eV. The value obtained for the energy relative to the best compared isomer or geometry (same formula, charge and spin) is 0.0 kcal/mol. The value obtained for the highest occupied orbital energy is -10.35 eV. As for the SMILES: CCOC(=O)OC.CCOC(=O)OC.CCOC(=O)OC.CCOC(=O)OC.CCOC(=O)OC.CCOC(C)=O.CCOC(C)=O.CCOC(C)=O.CCOC(C)=O.CCOC(C)=O.CCOC(C)=O. The net charge is 0.

XYZ file:
```
159
Properties=species:S:1:pos:R:3:forces:R:3:lowdin_charge:R:1
C 3.34943 -1.83495 -4.01618 -0.012 0.741 0.335 -0.04
C 3.04690 -1.30695 -2.63225 -0.328 -0.217 0.338 -0.20
O 3.00623 0.12985 -2.60263 0.532 0.035 0.279 0.04
C 1.95015 0.78632 -3.02484 -0.166 0.171 -0.329 -0.61
O 0.91239 0.31764 -3.41444 -0.374 -0.372 -0.004 0.12
O 2.22854 2.08718 -2.98107 -0.123 0.074 0.543 0.00
C 1.12287 2.95830 -3.27746 0.565 0.126 -0.533 -0.02
H 2.51616 -1.61879 -4.68553 -0.104 -0.235 0.040 0.08
H 3.52296 -2.90576 -3.93109 0.176 0.006 -0.304 0.09
H 4.19988 -1.26845 -4.39863 0.249 -0.466 -0.106 0.09
H 3.80567 -1.52053 -1.88271 0.203 -0.148 -0.338 0.10
H 2.13469 -1.76468 -2.25061 -0.176 0.433 0.020 0.09
H 1.48486 3.94762 -3.00823 -0.151 0.011 0.111 0.10
H 0.21575 2.69285 -2.74210 0.032 -0.081 -0.001 0.08
H 0.97764 2.93137 -4.35694 -0.380 0.018 0.072 0.09
C 5.46710 -1.57246 6.37059 0.090 -0.299 0.258 -0.06
C 5.76212 -1.18901 4.94687 -0.954 0.205 -0.199 -0.20
O 5.78130 -2.36638 4.11776 0.811 -0.132 0.023 0.03
C 4.68337 -3.04475 3.79152 0.616 -0.525 -0.986 -0.62
O 4.75270 -4.04697 3.12363 -0.174 0.048 0.215 0.12
O 3.58233 -2.47421 4.20254 -0.947 1.509 1.070 -0.01
C 2.30923 -2.92549 3.75671 0.184 -1.686 -0.603 -0.02
H 4.53658 -2.12623 6.48482 -0.058 0.080 -0.163 0.08
H 5.41354 -0.70369 7.02739 0.197 0.017 -0.038 0.08
H 6.28227 -2.23590 6.66771 -0.072 0.107 0.381 0.09
H 6.75010 -0.73521 4.90507 0.085 -0.235 -0.383 0.13
H 5.04729 -0.49279 4.50383 -0.005 0.019 0.273 0.10
H 2.18822 -3.98177 4.01309 0.082 0.014 0.098 0.10
H 2.27044 -2.88822 2.66978 -0.211 0.354 0.021 0.08
H 1.49708 -2.38847 4.23079 0.355 0.540 0.011 0.10
C -3.74257 3.24188 2.43653 0.388 -0.482 -0.221 -0.05
C -2.70545 4.18624 1.84961 -2.238 1.226 0.371 -0.24
O -1.58333 3.45086 1.44250 0.380 -0.361 -0.024 0.04
C -0.45128 4.11740 1.19771 0.062 1.361 -0.143 -0.60
O -0.27780 5.29571 1.39049 -0.058 -0.241 0.086 0.13
O 0.40938 3.28790 0.65583 -0.238 -1.119 -0.073 0.00
C 1.73399 3.68247 0.34835 0.132 0.635 -0.567 -0.02
H -3.30772 2.55584 3.16552 0.074 0.065 0.001 0.07
H -4.14867 2.65168 1.61238 -0.169 -0.172 0.226 0.08
H -4.55442 3.77093 2.93168 0.017 0.170 -0.149 0.09
H -2.57101 5.05655 2.49641 1.090 -0.476 0.361 0.13
H -3.22184 4.68733 1.01885 0.516 -0.294 -0.496 0.11
H 2.36841 3.57450 1.22643 0.080 -0.041 -0.079 0.09
H 1.78564 4.70402 -0.03332 -0.195 0.114 0.364 0.10
H 2.04363 3.05684 -0.48776 0.126 -0.315 0.346 0.09
C -3.19811 5.61283 -1.78322 0.549 0.103 -0.094 -0.06
C -3.40653 4.11201 -2.00144 -0.883 1.683 0.531 -0.21
O -2.51602 3.56186 -2.94207 0.991 -0.699 0.592 0.03
C -2.81887 3.53772 -4.23008 -1.118 0.974 -0.607 -0.63
O -3.78294 4.05475 -4.74200 -0.004 -0.254 0.182 0.13
O -1.86145 2.90178 -4.85944 1.240 -0.618 0.318 0.00
C -1.91455 2.63804 -6.25242 -0.291 0.644 -0.622 -0.02
H -2.25541 5.82343 -1.26939 0.119 -0.205 -0.150 0.07
H -3.95811 6.00979 -1.10882 -0.249 -0.062 -0.234 0.08
H -3.18597 6.16727 -2.72132 -0.248 0.008 0.021 0.08
H -4.44203 3.96373 -2.30745 0.058 -0.328 -0.062 0.13
H -3.22465 3.69131 -1.01353 0.080 -0.809 -0.363 0.10
H -0.88953 2.55183 -6.60561 0.069 -0.441 0.301 0.10
H -2.31282 3.47646 -6.82606 -0.375 0.042 0.309 0.10
H -2.50709 1.74570 -6.43229 0.102 -0.077 -0.083 0.08
C 8.99734 -2.44460 1.94047 -0.117 -0.149 0.377 -0.05
C 8.58091 -1.99181 0.55030 1.498 0.893 0.504 -0.22
O 7.20207 -2.09177 0.29728 -0.488 -0.651 -0.347 0.02
C 6.38398 -1.18942 0.86706 0.936 -0.788 -0.760 -0.59
O 6.76907 -0.23606 1.47482 -0.404 0.454 0.315 0.14
O 5.12281 -1.47504 0.57775 -0.391 0.360 0.959 -0.01
C 4.72571 -2.80015 0.21080 -0.152 -0.540 -0.821 -0.04
H 9.12211 -3.52290 2.04453 0.065 -0.003 -0.231 0.08
H 8.27775 -2.16373 2.71126 -0.120 0.198 -0.201 0.07
H 9.93080 -1.94223 2.19840 0.088 -0.186 -0.012 0.08
H 9.14929 -2.51900 -0.21619 -0.581 -0.451 -0.084 0.12
H 8.93651 -0.96302 0.42442 -0.527 0.125 0.077 0.12
H 5.14077 -3.61745 0.79498 0.311 0.430 0.335 0.09
H 4.98820 -2.96588 -0.83421 -0.053 -0.073 0.005 0.09
H 3.64442 -2.84577 0.31810 -0.014 0.198 -0.047 0.08
C -5.39175 -1.34656 -7.40831 0.300 -0.456 0.392 -0.05
C -3.96166 -0.89883 -7.71301 -1.361 0.264 -0.597 -0.21
O -3.27094 -0.53834 -6.51024 0.193 -0.170 -0.138 -0.05
C -2.39875 -1.44969 -6.03457 0.404 -0.331 -1.020 -0.54
C -1.56227 -0.95527 -4.91930 -0.388 -0.551 1.013 0.03
O -2.21209 -2.52108 -6.55852 -0.354 0.008 0.142 0.10
H -5.86796 -0.79680 -6.59740 0.159 0.299 -0.068 0.05
H -5.35292 -2.39196 -7.09320 -0.217 -0.033 -0.098 0.08
H -6.03590 -1.24816 -8.28076 0.110 -0.113 -0.101 0.08
H -3.46496 -1.67872 -8.28275 0.371 0.002 0.316 0.11
H -4.01080 -0.01854 -8.35458 0.285 0.251 0.295 0.12
H -0.79979 -0.28261 -5.30260 0.030 0.086 0.250 0.09
H -1.13829 -1.85145 -4.46882 0.476 0.194 -0.188 0.07
H -2.15125 -0.51441 -4.11263 0.041 0.522 -0.298 0.08
C -1.79048 0.85494 -1.20958 0.698 0.120 -0.189 -0.04
C -1.00742 -0.11628 -0.34836 -1.800 -0.696 0.650 -0.21
O 0.24200 0.41113 0.05169 0.680 0.147 -0.812 0.01
C 1.02206 -0.37719 0.80095 -0.222 -0.019 0.607 -0.51
C 2.43417 0.08101 0.89508 0.097 0.196 0.392 0.05
O 0.60493 -1.32761 1.41737 -0.338 -0.376 -0.249 0.09
H -1.83329 1.82740 -0.71969 0.162 0.075 -0.134 0.06
H -2.82205 0.54192 -1.37121 0.060 -0.324 0.185 0.07
H -1.31113 0.91580 -2.18796 -0.051 0.370 -0.006 0.06
H -1.61307 -0.34803 0.53551 0.224 0.101 0.172 0.11
H -0.89905 -1.08795 -0.83583 0.353 0.107 -0.139 0.11
H 2.94635 0.03793 -0.06400 0.001 0.200 0.020 0.09
H 2.95625 -0.52725 1.62843 0.000 -0.230 -0.199 0.08
H 2.44396 1.08923 1.30694 -0.006 0.201 -0.412 0.07
C 4.71728 1.83261 3.02787 -0.317 0.243 0.364 -0.06
C 4.49038 2.72304 4.23337 0.274 0.643 -0.220 -0.21
O 3.75671 2.04026 5.25085 -0.047 -0.669 -0.215 -0.01
C 3.49539 2.71224 6.37352 -0.025 0.146 0.214 -0.57
C 2.72137 1.91342 7.37078 -0.218 -0.480 -0.427 0.02
O 3.85642 3.83687 6.58114 0.225 0.502 -0.161 0.11
H 4.75693 2.50672 2.17212 0.306 -0.279 -0.221 0.08
H 3.87984 1.15465 2.87616 0.005 0.009 0.073 0.06
H 5.62944 1.25067 3.11525 0.003 0.011 -0.228 0.05
H 5.45019 3.06570 4.62648 -0.098 -0.027 0.192 0.13
H 3.94612 3.62759 3.95084 -0.127 -0.074 0.113 0.12
H 1.65122 2.08632 7.24613 0.040 0.328 0.098 0.09
H 3.05522 2.23556 8.35119 -0.175 -0.245 0.143 0.09
H 2.84273 0.84936 7.16934 0.245 -0.016 0.335 0.08
C -2.83819 -1.83847 3.31815 0.463 -0.204 -1.260 -0.06
C -2.95045 -0.32674 3.45332 -0.091 -1.064 -1.159 -0.24
O -3.62655 -0.05697 4.66951 0.317 1.101 0.307 -0.01
C -4.94121 0.20489 4.67161 -0.572 -0.520 0.499 -0.55
C -5.42268 0.59068 6.03323 -0.272 0.229 1.206 0.01
O -5.69131 0.08063 3.74417 0.279 0.109 -0.701 0.11
H -2.11595 -2.32096 3.97463 -0.181 0.190 0.338 0.08
H -2.49181 -2.07375 2.30363 0.170 0.152 0.060 0.06
H -3.80758 -2.33438 3.35549 -0.092 0.190 0.435 0.09
H -1.98863 0.18584 3.39347 0.105 -0.145 0.805 0.12
H -3.44712 0.06130 2.55778 -0.652 0.006 0.435 0.11
H -4.63579 0.63898 6.78429 0.149 0.221 -0.237 0.08
H -6.16689 -0.08544 6.46096 0.105 -0.428 -0.548 0.09
H -5.98275 1.52647 6.00943 0.343 0.185 -0.261 0.09
C -0.73176 -4.53484 1.69248 -0.174 -0.678 0.459 -0.07
C 0.05147 -5.28305 0.62819 -0.169 0.871 0.108 -0.19
O -0.24732 -4.57931 -0.59493 0.028 -0.681 -0.540 -0.01
C 0.73660 -4.14348 -1.38087 -0.227 1.597 0.422 -0.52
C 0.16433 -3.39274 -2.56430 0.044 -0.516 -0.382 0.02
O 1.90317 -4.13283 -1.07781 0.256 -0.514 -0.183 0.09
H -0.72100 -5.14687 2.59971 0.040 0.261 0.140 0.08
H -1.77933 -4.40130 1.42065 0.007 -0.189 -0.206 0.08
H -0.34104 -3.53831 1.89074 0.278 -0.095 -0.045 0.05
H 1.11930 -5.26253 0.84185 0.016 0.056 -0.172 0.12
H -0.25968 -6.31665 0.48248 -0.142 0.048 0.100 0.12
H -0.05260 -2.35594 -2.30642 0.021 -0.054 0.257 0.06
H -0.75805 -3.85821 -2.90635 -0.006 0.020 -0.022 0.09
H 0.88751 -3.35904 -3.37651 0.008 -0.125 -0.004 0.08
C -8.40679 -1.47652 -1.12228 0.104 -0.350 -0.001 -0.07
C -8.29433 -0.61108 -2.35958 0.192 0.068 -0.162 -0.21
O -6.90764 -0.33039 -2.60821 0.386 -0.258 0.529 -0.01
C -6.50414 0.10748 -3.80324 0.504 0.406 0.321 -0.55
C -5.02392 0.37139 -3.82991 0.096 0.169 0.533 0.04
O -7.20703 0.29084 -4.75447 -0.732 -0.124 -0.346 0.11
H -7.89020 -1.01702 -0.28004 -0.239 0.178 0.055 0.08
H -7.98342 -2.47945 -1.20591 0.140 0.103 -0.439 0.08
H -9.46187 -1.63543 -0.89776 -0.010 0.240 0.173 0.08
H -8.70435 -1.06415 -3.26170 -0.216 0.020 0.116 0.12
H -8.76813 0.35129 -2.16231 -0.225 -0.045 -0.212 0.13
H -4.55346 0.21431 -2.86019 -0.073 -0.418 -0.070 0.07
H -4.82534 1.41971 -4.05809 -0.237 -0.040 -0.426 0.09
H -4.60970 -0.26494 -4.60577 0.260 0.131 0.016 0.06
```
Forces are in eV/Å.